{"formula": "C39H45AsBrF4N7O3PS3V", "method": "ωB97M-V/def2-TZVPD", "lumo_ev": [-2.1, -2.2], "multiplicity": 4, "e_above_lowest_ev": 0.146, "homo_ev": [-10.4717, -10.6185], "s2": 3.759, "homo_lumo_gap_ev": [8.38, 8.45], "total_energy_ha": -9811.238799, "total_charge": 1, "symbols": ["P", "C", "C", "C", "H", "H", "H", "C", "H", "S", "C", "H", "O", "H", "C", "F", "H", "H", "C", "C", "C", "C", "H", "C", "C", "H", "C", "C", "F", "H", "F", "H", "C", "V", "H", "Br", "F", "H", "C", "H", "N", "H", "H", "H", "C", "H", "H", "H", "C", "C", "H", "C", "C", "C", "H", "H", "C", "C", "C", "H", "C", "O", "H", "H", "H", "S", "N", "C", "C", "H", "H", "H", "C", "H", "H", "H", "H", "S", "C", "O", "H", "C", "N", "H", "N", "C", "H", "C", "H", "C", "H", "H", "H", "C", "As", "N", "C", "C", "H", "N", "N", "H", "C", "H", "C"], "xyz": [[-1.15, -0.96, 1.95], [-1.01, 1.92, 5.56], [0.57, -4.69, -0.52], [-0.03, 0.95, 5.44], [3.70, 3.95, 0.99], [3.69, 1.60, 1.87], [-1.19, 2.78, 0.86], [0.47, 3.79, -1.53], [-3.09, 2.33, -2.49], [-1.02, -5.28, -0.81], [1.09, 2.83, 1.97], [-0.81, -5.78, 3.22], [-0.76, -2.97, -3.44], [0.89, -1.23, -8.32], [1.15, -1.20, -7.27], [-5.46, -2.61, 4.28], [0.70, -0.72, 4.35], [4.32, -1.61, -7.84], [1.09, -4.78, 3.26], [1.04, -2.46, 2.64], [-0.06, 0.05, 4.39], [1.82, -1.10, -4.58], [-0.57, 4.92, 3.66], [0.28, 4.95, 2.97], [0.16, -1.34, -6.31], [-1.87, 3.51, 2.32], [-2.05, 1.09, 3.56], [3.55, -0.84, -7.95], [-5.94, -0.84, -0.03], [1.77, 1.46, -0.68], [-7.03, -1.93, 2.19], [-1.48, 4.54, 0.94], [2.48, -1.00, -6.91], [-0.63, -0.62, -0.61], [-0.92, 1.37, -4.26], [-3.15, -0.18, -0.66], [-2.83, -2.22, 4.18], [2.83, -3.52, 3.17], [-2.02, 1.99, 4.62], [2.07, -1.05, -3.53], [1.47, -1.08, -0.50], [2.31, 4.97, 1.35], [0.75, 0.87, 6.18], [-2.07, -3.80, 2.54], [-5.73, -1.73, 2.12], [0.79, 1.69, -3.93], [3.42, 1.38, -1.22], [1.19, 4.86, 3.55], [-0.23, 2.07, -3.79], [-2.95, -1.34, 1.99], [-2.80, 2.74, 4.71], [2.79, -0.96, -5.55], [-5.16, -1.18, 0.99], [-1.07, 0.12, 3.43], [1.48, 3.60, -1.90], [4.08, 2.47, 3.36], [-1.00, -3.72, 2.68], [1.75, -3.58, 3.04], [-1.16, 3.66, 1.50], [-0.32, 3.05, -4.24], [-1.61, -3.67, -0.83], [-0.35, -0.69, -2.64], [-0.87, -1.48, -6.60], [0.27, 5.92, 2.46], [-0.99, 2.62, 6.39], [-0.78, -1.56, -3.79], [-2.93, -3.40, -1.09], [2.58, -0.41, -0.69], [3.26, 2.08, 2.76], [3.82, -0.80, -5.25], [-2.30, 3.91, -2.71], [-2.76, 3.36, -1.08], [0.50, -1.29, -4.97], [-3.04, -2.68, -1.80], [3.44, -3.78, -0.70], [0.06, 4.64, -2.09], [3.63, 4.85, 2.52], [3.99, -1.38, -0.79], [3.03, 4.30, 1.79], [-2.02, -1.06, -4.33], [-3.48, -4.21, -1.32], [-0.28, -4.85, 3.07], [-0.70, -2.75, -0.60], [0.52, 4.03, -0.48], [2.36, 3.17, 2.42], [-3.55, -1.88, 3.11], [3.14, -0.91, -8.95], [-0.34, -2.51, 2.49], [1.57, 1.08, 1.48], [-2.39, 3.04, -2.05], [-2.84, 1.18, 2.83], [1.63, -5.65, 3.58], [1.41, -5.35, -0.43], [-3.79, -0.99, 0.93], [-0.63, 2.21, -1.89], [0.17, 3.85, 2.02], [1.72, -2.45, -0.49], [3.01, -2.80, -0.63], [4.05, 0.13, -7.85], [2.64, 0.94, -0.76], [0.74, 1.66, 1.54], [1.58, -1.55, 2.42], [-4.92, -2.08, 3.19], [2.73, 1.34, 3.35], [0.55, -3.34, -0.49]], "lowdin_spin": [0.024, -0.001, 0.000, 0.000, 0.000, 0.000, 0.001, 0.000, 0.000, 0.003, 0.001, 0.000, 0.002, 0.000, 0.000, 0.000, 0.000, 0.000, 0.000, 0.001, -0.001, 0.000, 0.000, 0.000, 0.000, 0.000, -0.001, 0.000, 0.000, 0.002, 0.000, 0.000, 0.000, 2.773, 0.000, 0.033, 0.000, 0.000, 0.000, 0.000, 0.011, 0.000, 0.000, 0.000, 0.001, 0.000, 0.000, 0.000, -0.001, 0.002, 0.000, 0.000, 0.001, 0.003, 0.000, 0.000, 0.000, 0.000, 0.000, 0.000, 0.016, 0.042, 0.000, 0.000, 0.000, 0.005, 0.006, 0.013, 0.000, 0.000, 0.000, 0.000, 0.000, 0.001, 0.000, 0.000, 0.000, 0.002, 0.000, 0.002, 0.000, 0.000, 0.007, 0.000, 0.000, 0.000, 0.000, 0.003, 0.001, -0.001, 0.000, 0.000, 0.000, 0.011, 0.001, 0.000, 0.005, 0.000, 0.000, 0.009, 0.013, 0.000, 0.000, 0.000, 0.006]}


{"formula": "C39H45AsO3P2PtSTe", "method": "ωB97M-V/def2-TZVPD", "lumo_ev": 0.4, "e_above_lowest_ev": 1.568, "homo_ev": -6.2486, "homo_lumo_gap_ev": 6.64, "total_energy_ha": -5442.948427, "total_charge": 0, "symbols": ["O", "C", "H", "C", "H", "C", "H", "H", "C", "H", "H", "H", "C", "H", "H", "H", "C", "H", "H", "C", "H", "C", "H", "H", "C", "H", "C", "H", "H", "H", "S", "C", "H", "H", "H", "H", "C", "H", "C", "H", "C", "C", "Te", "C", "H", "C", "C", "H", "H", "Pt", "C", "C", "H", "H", "H", "H", "H", "C", "O", "H", "C", "H", "C", "C", "As", "H", "P", "H", "C", "C", "C", "C", "H", "C", "H", "C", "C", "C", "C", "H", "C", "H", "O", "H", "H", "C", "C", "C", "H", "C", "H", "P", "C"], "xyz": [[2.03, 2.07, -2.61], [-2.89, -1.34, -2.69], [-0.33, 1.52, 4.35], [-3.29, 0.07, -4.61], [0.91, -0.26, -7.43], [-5.36, -1.56, 0.90], [-4.58, -4.71, 1.86], [-2.63, -4.25, 0.42], [1.30, 3.97, 2.43], [3.62, 2.76, -3.71], [-0.19, -0.78, -6.13], [-2.07, 2.15, 2.38], [3.41, 1.93, -3.04], [2.35, 3.77, 2.61], [-5.75, -2.24, -4.29], [-1.53, 3.83, 2.10], [-0.70, -1.83, 2.15], [4.05, 1.13, -1.16], [-6.13, -0.80, 1.03], [4.20, -3.10, 4.58], [2.31, -1.62, 0.44], [0.34, 0.08, -6.56], [0.13, -3.54, -0.07], [-1.64, 0.30, -3.27], [3.80, -2.66, 2.24], [-0.01, -7.13, -2.41], [-3.39, -3.49, 0.56], [-1.62, 2.68, 0.74], [0.75, 0.33, 3.58], [-1.64, -6.06, -3.94], [1.38, 1.41, 0.43], [-2.52, -0.28, -3.51], [-0.39, 0.82, -6.88], [2.54, -2.66, 5.88], [5.65, -3.40, 3.03], [-4.18, -0.34, -0.40], [-3.27, -2.27, -0.10], [-4.40, -2.84, -2.33], [2.07, -2.23, 3.83], [-1.75, -0.02, 1.94], [-2.73, -2.53, 3.97], [-5.48, -2.79, 1.53], [1.74, -1.24, -2.56], [-1.27, -5.52, -3.07], [1.21, 4.60, 1.55], [4.65, -3.08, 3.26], [2.91, -2.66, 4.86], [1.97, -0.09, -5.19], [0.88, -5.85, -0.48], [-0.03, -0.54, -0.51], [-4.84, -1.69, -4.08], [-0.74, -3.09, 2.75], [4.22, 2.89, -1.29], [1.07, -1.90, 4.08], [-3.52, -0.57, 3.57], [5.36, 1.82, -2.15], [4.85, -3.43, 5.38], [-0.29, -4.10, -0.90], [0.50, 1.17, -4.43], [0.06, -3.80, 2.51], [-1.72, -4.22, -2.82], [-2.99, 0.91, -5.23], [-1.41, 2.79, 1.80], [-4.07, -2.03, -2.98], [0.43, 2.30, 2.08], [-5.05, -0.37, -5.76], [0.90, 0.98, -2.89], [1.85, 1.49, -5.95], [-0.34, -6.11, -2.22], [2.50, -2.23, 2.50], [0.40, -1.52, 1.17], [4.32, 1.94, -1.84], [1.43, 1.81, 4.28], [-2.73, -1.28, 3.35], [-1.73, -4.42, 4.11], [-4.45, -0.64, -4.90], [0.58, 1.38, 3.76], [-1.25, -3.50, -1.72], [-4.49, -3.75, 1.36], [0.85, 4.46, 3.29], [0.15, -5.40, -1.14], [4.16, -2.65, 1.22], [-0.32, 1.28, -2.05], [-6.35, -3.01, 2.15], [-3.52, -2.79, 4.66], [-1.73, -3.44, 3.65], [1.70, -1.79, 1.32], [1.28, 0.67, -5.53], [-2.43, -3.78, -3.50], [-4.26, -1.30, 0.10], [3.54, 1.00, -3.59], [-1.89, -1.84, -1.25], [-1.73, -0.95, 2.45]], "mulliken_charge": [-0.352, 0.208, 0.399, -0.599, 0.406, -0.866, 0.406, 0.406, -1.293, 0.325, 0.236, 0.354, -0.170, 0.396, 0.417, 0.471, 1.294, 0.114, 0.416, -0.445, -0.234, -1.275, 0.277, 0.577, -0.712, 0.365, -0.317, 0.216, -0.128, 0.426, -0.358, -0.957, 0.289, 0.397, 0.374, 0.456, 0.376, 0.610, 0.420, 0.474, -0.703, -0.508, -0.363, -0.703, 0.367, -0.702, -1.258, 0.260, 0.476, 0.427, -0.708, -0.309, 0.257, 0.489, 0.395, 0.399, 0.387, 0.175, -0.236, 0.521, -0.726, 0.496, -1.011, -0.727, 0.613, 0.378, 0.622, 0.256, -0.725, 0.627, 0.055, -0.979, 0.484, -0.848, 0.443, -0.601, -0.781, 0.403, -0.690, 0.436, -0.727, 0.427, -0.860, 0.387, 0.390, -1.132, -0.153, -0.025, 0.360, -0.409, 0.279, 1.442, 0.233]}